Here is a structure of composition C13H22FI2InOP2 from the OMol25 dataset. Energies are from the ωB97M-V functional and the def2-TZVPD basis.

Positions of all 42 atoms, in Å:
I 0.35 -1.17 -4.79
I -0.42 1.32 -3.70
In 0.00 0.03 -0.48
P -2.57 -0.52 -0.99
C -3.42 1.07 -0.61
C -3.08 -0.96 -2.68
H -4.17 -1.09 -2.78
H -4.33 -1.92 0.06
H -2.55 -1.88 -2.97
H -2.74 -2.74 -0.09
H -3.10 1.82 -1.35
H -2.71 -0.16 -3.36
C -3.24 -1.78 0.14
H -4.52 0.97 -0.64
H -2.99 -1.53 1.19
H -3.12 1.44 0.38
P 2.59 -0.43 -0.98
C 3.39 1.18 -0.59
C 3.30 -1.68 0.15
H 2.63 -1.79 -2.96
H 4.23 -0.96 -2.76
H 2.75 -0.08 -3.36
C 3.13 -0.86 -2.66
H 2.83 -2.65 -0.07
H 4.39 -1.78 0.07
H 4.49 1.13 -0.61
H 3.07 1.54 0.40
H 3.04 -1.44 1.20
H 3.05 1.93 -1.33
C -0.05 2.48 -0.42
O -0.07 3.38 0.26
F -0.03 1.00 5.71
C -0.02 0.86 4.36
C 1.23 0.74 3.75
C 1.21 0.54 2.37
C -0.01 0.44 1.71
C -1.23 0.51 2.36
C -1.27 0.70 3.74
H 2.19 0.76 4.28
H 2.19 0.48 1.90
H -2.21 0.41 1.89
H -2.23 0.69 4.27

Properties
- electronic energy (eV) = -58540.325
- molar mass (g/mol) = 643.9
- relative energy (zero: lowest compared OMol25 entry of this formula, charge and spin) (kcal per mole) = 0.0
- total charge = +2

Okay, here come the Mulliken numbers, in e, for every atom:
1 I 0.066
2 I 0.026
3 In 0.512
4 P 0.435
5 C -1.001
6 C -0.815
7 H 0.414
8 H 0.436
9 H 0.323
10 H 0.372
11 H 0.292
12 H 0.164
13 C -1.071
14 H 0.476
15 H 0.317
16 H 0.308
17 P 0.513
18 C -1.065
19 C -1.078
20 H 0.296
21 H 0.414
22 H 0.296
23 C -0.961
24 H 0.374
25 H 0.435
26 H 0.468
27 H 0.308
28 H 0.318
29 H 0.324
30 C 0.168
31 O -0.098
32 F -0.287
33 C 0.217
34 C -1.165
35 C 0.297
36 C 0.314
37 C 0.366
38 C -1.195
39 H 0.454
40 H 0.286
41 H 0.267
42 H 0.477

***

Here is a cluster of 4 separate species, CH9NO4 in total from the OMol25 dataset. Energies are from the ωB97M-V functional and the def2-TZVPD basis.

Positions of all 15 atoms, in Å:
C 1.19 2.01 0.47
N 0.90 1.29 1.56
O 0.79 1.79 -0.69
H 1.80 2.91 0.69
H 1.31 1.59 2.42
H 0.38 0.44 1.56
H 0.25 0.52 -1.75
H -0.59 0.24 -3.07
O -0.10 -0.23 -2.35
H -0.85 -1.53 0.76
H -1.30 -1.23 2.21
O -0.57 -1.15 1.60
H -0.97 -3.01 -1.10
H -0.89 -1.52 -1.45
O -1.34 -2.14 -0.85

Properties
- electronic energy (eV) = -10864.188
- molar mass (g/mol) = 99.1
- relative energy (zero: lowest compared OMol25 entry of this formula, charge and spin) (kcal per mole) = 0.0
- structure (SMILES) = NC=O.O.O.O
- total charge = 0

Okay, here come the Mulliken numbers, in e, for every atom:
1 C 0.089
2 N -0.186
3 O -0.691
4 H 0.330
5 H 0.214
6 H 0.237
7 H 0.486
8 H 0.303
9 O -0.759
10 H 0.393
11 H 0.304
12 O -0.725
13 H 0.333
14 H 0.426
15 O -0.754

***

Here is an isolated molecule of C6H5BrClNO from the OMol25 dataset. Energies are from the ωB97M-V functional and the def2-TZVPD basis.

Positions of all 15 atoms, in Å:
C -0.36 0.45 0.49
C -0.66 -1.31 -1.04
C -1.52 1.02 0.19
C -1.73 2.52 0.29
C -0.31 -0.99 0.38
C -2.47 0.07 -0.66
N -1.77 -0.85 -1.44
O -2.73 3.19 0.22
Cl -3.52 0.90 -1.71
Br -3.66 -1.08 0.71
H 0.55 0.96 0.83
H -0.19 -1.93 -1.83
H -0.87 3.02 0.77
H 0.68 -1.32 0.75
H -1.07 -1.35 1.11

Properties
- electronic energy (eV) = -92403.128
- molar mass (g/mol) = 222.5
- relative energy (zero: lowest compared OMol25 entry of this formula, charge and spin) (kcal per mole) = 0.0
- structure (SMILES) = O=CC1=CCC=N[C@@]1(Cl)Br
- total charge = 0

Okay, here come the Mulliken numbers, in e, for every atom:
1 C -0.145
2 C 0.030
3 C 0.377
4 C -0.406
5 C -0.798
6 C 0.452
7 N -0.497
8 O -0.434
9 Cl -0.125
10 Br -0.135
11 H 0.385
12 H 0.423
13 H 0.281
14 H 0.366
15 H 0.228

***

Here is a structure of composition C7H12O from the OMol25 dataset. Energies are from the ωB97M-V functional and the def2-TZVPD basis.

Positions of all 20 atoms, in Å:
C 1.25 2.21 -0.13
C 1.30 0.78 -0.47
C -0.02 -0.03 -0.68
C -0.51 -1.22 -1.33
C -1.21 -1.52 0.24
C -1.24 -0.39 1.28
C 0.59 -0.04 0.49
H 1.68 2.90 -0.96
H 0.15 2.41 0.15
H 2.01 2.67 0.62
H 2.22 0.55 -0.80
H -0.58 0.75 -0.87
H -0.99 -1.22 -2.30
H 0.33 -1.92 -1.43
H -2.10 -2.39 0.05
H -0.41 -2.22 0.82
H -2.11 0.17 1.08
H -1.63 -1.14 2.04
H 1.39 -0.85 0.72
O -0.12 0.49 1.46

Properties
- electronic energy (eV) = -9493.301
- molar mass (g/mol) = 112.2
- relative energy (zero: lowest compared OMol25 entry of this formula, charge and spin) (kcal per mole) = 173.4
- total charge = 0

Okay, here come the Mulliken numbers, in e, for every atom:
1 C -1.201
2 C -0.566
3 C -0.252
4 C -0.725
5 C -0.474
6 C -0.656
7 C 0.533
8 H 0.316
9 H 0.249
10 H 0.276
11 H 0.489
12 H 0.343
13 H 0.367
14 H 0.273
15 H 0.268
16 H 0.259
17 H 0.377
18 H 0.333
19 H 0.196
20 O -0.405

***

Number 1: E_HOMO -14.717 eV. Number 2: E_HOMO -10.366 eV. Number 3: E_HOMO -9.893 eV. Number 4: E_HOMO -8.267 eV.